ORCA calculation (ωB97M-V/def2-TZVPD) on a 2-piece molecular cluster, C5H12NS overall in a non-equilibrium geometry.

Each line ends with the Löwdin charge.
Geometry (Å):
C: -0.769 -0.082 2.102  0.1391
C: -0.734 -0.854 1.010  -0.4256
C: 0.014 -2.098 0.850  -0.0505
C: 2.037 2.339 -0.844  -0.4258
C: -1.315 -0.018 -0.104  -0.0491
N: -1.360 -0.905 -1.364  0.0817
S: 0.540 1.370 -1.161  0.7585
H: -1.260 0.825 2.035  0.0584
H: -0.361 -0.415 3.046  0.1007
H: -0.603 -2.909 0.611  0.0712
H: 0.431 -2.252 1.826  0.0908
H: 0.829 -1.870 0.124  0.1132
H: 1.649 2.806 0.130  0.0576
H: 2.872 1.710 -0.739  0.0087
H: 2.367 3.170 -1.489  0.0613
H: -2.153 -0.572 -1.837  0.1113
H: -1.687 -1.842 -0.948  0.1736
H: -0.473 -1.017 -1.973  0.1689
H: -0.025 2.615 -1.276  -0.0439

## Properties
* net charge: +1
* total energy: -17693.114 eV
* energy above the lowest of the compared OMol25 structures with the same formula, charge and spin: 537.66 kJ/mol
* LUMO level: -5.1 eV